ORCA calculation (wB97M-V/def2-TZVPD) on C14H24BBeBr3CaClF5NO13P as an isolated structure in a non-equilibrium geometry.

Properties
Lowest unoccupied orbital energy, Ha: -0.1994
Maximum force, eV Å⁻¹: 8.90
Spin multiplicity: 1
Frontier orbital gap, eV: 2.13

CARTESIAN COORDINATES (ANGSTROEM)
F: 4.49 -1.63 0.43
C: 3.46 -0.80 0.21
C: 3.63 0.44 1.25
P: 3.08 2.16 0.64
C: 1.34 2.65 1.22
C: 0.25 2.47 0.07
O: 0.22 1.07 -0.38
C: -0.99 0.40 0.01
C: -0.84 -0.01 1.51
F: 0.49 -0.34 1.77
F: -1.24 0.95 2.33
F: -1.53 -1.10 1.76
H: 2.48 -1.39 0.44
H: 3.51 -0.50 -0.90
H: 3.04 0.20 2.16
H: 4.69 0.48 1.55
H: 3.95 3.11 1.24
H: 3.21 2.36 -0.78
H: 1.32 3.73 1.51
H: 1.12 2.06 2.13
H: 0.59 3.08 -0.80
H: -0.73 2.87 0.34
H: -1.10 -0.53 -0.67
H: -1.96 1.05 -0.18
Br: -2.60 0.40 -1.71
C: -0.20 5.68 0.37
O: -0.27 4.89 -0.70
H: 0.66 6.39 0.41
H: -1.06 6.36 0.54
H: -0.11 5.18 1.38
Br: -7.04 4.34 0.14
C: -6.59 2.65 -0.70
C: -6.34 1.57 0.32
Br: -4.60 1.78 1.16
H: -5.73 2.84 -1.34
H: -7.44 2.40 -1.32
H: -6.32 0.59 -0.16
H: -7.08 1.56 1.12
C: -3.16 7.36 -2.14
N: -2.53 8.64 -1.69
O: -2.46 9.56 -2.45
O: -2.11 8.64 -0.53
H: -3.51 7.44 -3.22
H: -2.41 6.58 -2.05
H: -4.00 7.17 -1.48
Ca: 2.05 0.46 -1.10
Cl: -1.38 2.15 -2.82
F: -3.26 7.93 -4.61
O: 3.21 -4.62 0.34
H: 3.64 -3.82 0.67
H: 3.87 -5.31 0.46
Be: -0.35 -1.09 -2.41
B: 2.67 -9.27 0.52
O: 3.43 -8.01 0.37
C: 4.31 -7.96 1.36
O: 5.09 -7.06 1.54
C: 4.17 -9.20 2.22
O: 4.81 -9.45 3.19
O: 3.20 -9.95 1.71
O: 1.22 -8.99 0.66
C: 0.58 -9.61 -0.33
O: -0.60 -9.58 -0.50
C: 1.59 -10.32 -1.19
O: 1.36 -10.97 -2.17
O: 2.81 -10.12 -0.68

ORCA calculation (wB97M-V/def2-TZVPD) on C14H24BIMgN4O4 as an isolated structure in a non-equilibrium geometry.

Properties
Lowest unoccupied orbital energy, Ha: -0.3923
Net charge: +2
Maximum force, eV Å⁻¹: 5.14
Spin multiplicity: 1
Frontier orbital gap, eV: 2.18

CARTESIAN COORDINATES (ANGSTROEM)
C: 4.60 1.46 1.73
C: 4.04 1.67 0.46
C: 3.15 0.63 -0.28
C: 1.62 0.89 0.02
N: 1.42 1.47 1.36
C: 1.04 0.64 2.22
O: 0.42 -0.01 2.95
C: 1.30 2.17 -0.91
O: 2.03 2.81 -1.58
N: -0.15 2.29 -0.71
C: -0.76 0.92 -0.67
C: -1.77 0.81 0.53
C: -3.22 1.32 0.20
C: -3.99 1.46 1.61
N: -4.28 0.11 2.15
B: -1.59 0.90 -2.09
O: -2.38 -0.21 -2.47
O: -1.57 2.00 -2.97
C: 0.52 -0.07 -0.58
I: 1.04 -0.29 -2.80
N: 0.29 -1.36 -0.06
C: 1.51 -2.18 0.12
C: 1.02 -3.65 0.46
C: -0.09 -4.14 -0.56
H: 5.52 0.85 1.84
H: 4.18 1.92 2.65
H: 4.20 2.64 -0.08
H: 3.42 0.71 -1.37
H: 3.52 -0.37 0.06
H: -0.35 2.85 0.13
H: -1.37 1.44 1.36
H: -1.88 -0.22 0.94
H: -3.83 0.58 -0.37
H: -3.24 2.34 -0.25
H: -4.89 2.09 1.51
H: -3.23 1.91 2.30
H: -4.43 -0.57 1.40
H: -3.46 -0.24 2.64
H: -3.03 0.17 -3.11
H: -0.81 2.01 -3.56
H: -0.18 -1.34 0.85
H: 2.17 -2.22 -0.77
H: 2.10 -1.85 1.01
H: 0.51 -3.62 1.45
H: 1.87 -4.37 0.44
H: -1.01 -3.52 -0.48
H: -0.38 -5.17 -0.24
H: 0.30 -4.20 -1.60
Mg: 0.08 -1.45 -4.84

ORCA calculation (wB97M-V/def2-TZVPD) on C14H24F8O6SSi2 as an isolated structure in a non-equilibrium geometry.

Properties
Lowest unoccupied orbital energy, Ha: -0.0034
Energy above the lowest of the compared OMol25 structures with the same formula, charge and spin, kJ/mol: 521.26
Maximum force, eV Å⁻¹: 6.90
Spin multiplicity: 1
Frontier orbital gap, eV: 10.45

CARTESIAN COORDINATES (ANGSTROEM)
C: 0.04 3.68 2.64
C: 0.12 3.43 1.04
Si: -0.43 1.58 0.76
C: 0.90 0.56 1.74
C: 0.61 -1.02 1.77
C: 1.01 -1.78 0.38
C: 2.55 -2.21 0.32
O: 2.64 -3.65 0.53
C: 2.31 -3.99 1.89
C: 3.37 -3.55 3.00
O: 1.25 -4.57 2.20
C: -0.35 1.32 -1.13
C: 1.23 1.42 -1.53
C: 1.46 1.81 -3.07
S: 2.89 0.87 -3.84
O: 3.03 1.24 -5.30
O: 4.21 1.17 -3.19
O: 2.65 -0.80 -3.80
O: -2.02 1.48 1.46
Si: -2.96 0.17 0.89
F: -2.09 -1.10 0.14
C: -4.44 0.71 -0.25
F: -5.41 1.27 0.66
F: -4.11 1.76 -1.15
C: -5.14 -0.56 -0.92
F: -6.47 -0.34 -1.35
F: -5.23 -1.55 0.12
C: -4.31 -1.25 -2.12
F: -5.15 -1.45 -3.25
F: -3.17 -0.55 -2.53
F: -3.92 -2.56 -1.72
H: -0.82 3.11 3.13
H: -0.06 4.79 2.91
H: 1.00 3.32 3.18
H: -0.64 4.13 0.56
H: 1.18 3.62 0.68
H: 0.97 0.98 2.81
H: 1.91 0.78 1.25
H: 1.34 -1.47 2.55
H: -0.43 -1.31 2.14
H: 0.38 -2.75 0.40
H: 0.64 -1.18 -0.51
H: 3.25 -1.59 0.98
H: 2.90 -2.03 -0.77
H: 2.87 -3.51 4.03
H: 4.20 -4.33 2.99
H: 3.82 -2.51 2.80
H: -0.79 0.35 -1.52
H: -0.83 2.26 -1.61
H: 1.79 0.44 -1.34
H: 1.77 2.21 -0.90
H: 0.55 1.60 -3.73
H: 1.76 2.91 -3.16
H: 1.78 -0.94 -3.35
H: -3.60 -0.43 2.08

ORCA calculation (wB97M-V/def2-TZVPD) on C14H24MgO11 as an isolated structure in a non-equilibrium geometry.

Properties
Lowest unoccupied orbital energy (spin up / spin down), Ha: -0.0615 / -0.2281
Net charge: +1
Maximum force, eV Å⁻¹: 6.20
Expectation value of S²: 0.758
Spin multiplicity: 2
Frontier orbital gap (spin up / spin down), eV: 9.70 / 3.84

CARTESIAN COORDINATES (ANGSTROEM)
Mg: -0.87 27.48 -9.26
C: -0.77 26.82 -5.98
O: -0.72 26.99 -7.40
H: -0.45 25.87 -5.56
H: -0.11 27.53 -5.48
H: -1.77 26.98 -5.56
C: 1.91 27.14 -10.80
O: 0.50 27.42 -10.67
H: 2.46 27.31 -9.87
H: 2.10 26.08 -10.99
H: 2.37 27.82 -11.52
C: 2.46 31.96 -5.91
C: 1.06 31.40 -5.86
C: 0.08 32.38 -6.34
O: -0.41 31.68 -7.46
C: -0.02 30.48 -7.59
O: -0.34 29.74 -8.49
O: 0.78 30.26 -6.61
H: 2.67 32.60 -5.05
H: 2.71 32.50 -6.82
H: 3.15 31.12 -5.98
H: 0.93 31.15 -4.81
H: 0.51 33.38 -6.43
H: -0.77 32.47 -5.67
C: -3.38 22.15 -8.85
C: -2.53 22.43 -10.04
C: -3.23 22.90 -11.28
O: -3.23 24.32 -11.14
C: -2.28 24.65 -10.15
O: -1.89 25.82 -9.98
O: -1.75 23.49 -9.62
H: -2.84 21.93 -7.93
H: -4.00 21.25 -8.96
H: -4.02 22.99 -8.58
H: -1.94 21.57 -10.37
H: -4.24 22.49 -11.23
H: -2.69 22.46 -12.11
C: -3.80 32.92 -8.89
C: -4.24 31.58 -9.42
C: -4.41 31.32 -10.93
O: -3.81 30.09 -11.03
C: -3.31 29.66 -9.89
O: -2.68 28.60 -9.69
O: -3.38 30.58 -8.99
H: -4.16 33.71 -9.56
H: -2.75 33.21 -8.94
H: -4.11 32.97 -7.85
H: -5.16 31.30 -8.91
H: -3.92 32.07 -11.56
H: -5.46 31.19 -11.17

ORCA calculation (wB97M-V/def2-TZVPD) on C14H24N8ORhS3 as an isolated structure in a non-equilibrium geometry.

Properties
Lowest unoccupied orbital energy, Ha: -0.1156
Energy above the lowest of the compared OMol25 structures with the same formula, charge and spin, kJ/mol: 138.79
Net charge: +1
Maximum force, eV Å⁻¹: 1.30
Spin multiplicity: 1
Frontier orbital gap, eV: 6.69

CARTESIAN COORDINATES (ANGSTROEM)
Rh: 0.18 -1.06 1.18
N: 2.59 -3.07 4.00
C: 2.16 -2.39 2.92
S: 0.87 -3.09 1.95
N: 2.69 -1.25 2.61
N: 2.10 -0.74 1.45
C: 2.87 -0.06 0.68
C: 2.65 0.19 -0.71
C: 3.67 0.85 -1.41
C: 3.66 0.94 -2.78
C: 2.62 0.31 -3.48
C: 1.61 -0.35 -2.83
C: 1.56 -0.42 -1.42
O: 0.53 -0.96 -0.87
H: 2.33 -4.03 4.11
H: 3.45 -2.77 4.42
H: 3.84 0.20 1.11
H: 4.49 1.29 -0.85
H: 4.45 1.44 -3.31
H: 2.61 0.34 -4.56
H: 0.82 -0.83 -3.39
N: -2.05 -2.01 1.88
N: -2.22 -1.89 3.26
C: -1.44 -1.09 4.01
N: -1.76 -0.98 5.30
S: -0.12 -0.26 3.39
H: -2.81 -1.56 1.37
H: -1.99 -2.99 1.65
H: -2.99 -2.39 3.69
H: -2.59 -1.40 5.70
H: -1.20 -0.39 5.90
C: -0.29 3.38 -0.65
N: -1.16 2.51 -1.42
C: -2.07 3.22 -2.31
C: -1.45 1.27 -0.97
S: -1.28 0.93 0.71
N: -1.93 0.38 -1.84
C: -2.52 -0.87 -1.39
C: -1.73 0.51 -3.28
H: 0.11 4.13 -1.33
H: 0.53 2.81 -0.23
H: -0.83 3.88 0.15
H: -2.48 4.07 -1.77
H: -2.89 2.58 -2.63
H: -1.54 3.60 -3.20
H: -1.78 -1.47 -0.86
H: -2.84 -1.42 -2.27
H: -3.39 -0.67 -0.77
H: -0.98 1.26 -3.48
H: -2.66 0.76 -3.80
H: -1.37 -0.45 -3.65

ORCA calculation (wB97M-V/def2-TZVPD) on C14H24NO2PPt as an isolated structure in a non-equilibrium geometry.

Properties
Lowest unoccupied orbital energy (spin up / spin down), Ha: 0.0120 / -0.0915
Maximum force, eV Å⁻¹: 2.67
Expectation value of S²: 2.012
Spin multiplicity: 3
Frontier orbital gap (spin up / spin down), eV: 5.06 / 6.17

CARTESIAN COORDINATES (ANGSTROEM)
C: -0.19 -1.61 -3.53
C: 0.14 -0.28 -3.37
C: 0.44 0.27 -2.10
C: 0.45 -0.61 -1.01
C: 0.12 -1.96 -1.18
C: -0.17 -2.45 -2.45
C: 0.82 1.72 -2.04
C: 0.12 2.68 -1.05
N: -0.56 2.07 0.09
Pt: 1.03 -0.17 0.97
C: 0.09 -2.86 0.02
P: -0.38 -1.78 1.44
H: 0.15 0.40 -4.21
H: -0.39 -3.51 -2.53
H: -0.45 -2.00 -4.53
H: 1.08 -3.25 0.30
H: -0.61 -3.69 -0.07
H: 1.90 1.80 -1.88
H: 0.63 2.14 -3.04
H: 0.91 3.32 -0.62
C: -0.07 -2.63 2.99
C: -2.19 -1.69 1.26
H: -0.64 3.29 -1.60
C: -1.89 1.54 -0.20
C: -0.51 2.92 1.28
H: 1.85 -0.49 2.49
H: -2.56 2.37 -0.53
H: -1.82 0.76 -0.98
H: -2.28 1.06 0.72
H: -1.19 3.80 1.15
H: -0.81 2.33 2.16
H: 0.53 3.24 1.44
H: -2.61 -2.69 1.44
H: -2.56 -1.00 2.03
H: -2.51 -1.36 0.27
H: -0.65 -3.56 3.02
H: 1.00 -2.85 3.10
H: -0.42 -1.97 3.80
H: 1.31 0.03 2.75
O: 4.06 2.56 0.80
C: 3.26 1.68 1.07
O: 2.16 1.40 0.40
H: 3.40 1.03 1.95

- Which formula does entry 4 have?
  C14H24MgO11

- spin multiplicity of number 3 (C14H24F8O6SSi2)?
  1

Please write out number 3 again, unchanged.
ORCA calculation (wB97M-V/def2-TZVPD) on C14H24F8O6SSi2 as an isolated structure in a non-equilibrium geometry.

Properties
Lowest unoccupied orbital energy, Ha: -0.0034
Energy above the lowest of the compared OMol25 structures with the same formula, charge and spin, kJ/mol: 521.26
Maximum force, eV Å⁻¹: 6.90
Spin multiplicity: 1
Frontier orbital gap, eV: 10.45

CARTESIAN COORDINATES (ANGSTROEM)
C: 0.04 3.68 2.64
C: 0.12 3.43 1.04
Si: -0.43 1.58 0.76
C: 0.90 0.56 1.74
C: 0.61 -1.02 1.77
C: 1.01 -1.78 0.38
C: 2.55 -2.21 0.32
O: 2.64 -3.65 0.53
C: 2.31 -3.99 1.89
C: 3.37 -3.55 3.00
O: 1.25 -4.57 2.20
C: -0.35 1.32 -1.13
C: 1.23 1.42 -1.53
C: 1.46 1.81 -3.07
S: 2.89 0.87 -3.84
O: 3.03 1.24 -5.30
O: 4.21 1.17 -3.19
O: 2.65 -0.80 -3.80
O: -2.02 1.48 1.46
Si: -2.96 0.17 0.89
F: -2.09 -1.10 0.14
C: -4.44 0.71 -0.25
F: -5.41 1.27 0.66
F: -4.11 1.76 -1.15
C: -5.14 -0.56 -0.92
F: -6.47 -0.34 -1.35
F: -5.23 -1.55 0.12
C: -4.31 -1.25 -2.12
F: -5.15 -1.45 -3.25
F: -3.17 -0.55 -2.53
F: -3.92 -2.56 -1.72
H: -0.82 3.11 3.13
H: -0.06 4.79 2.91
H: 1.00 3.32 3.18
H: -0.64 4.13 0.56
H: 1.18 3.62 0.68
H: 0.97 0.98 2.81
H: 1.91 0.78 1.25
H: 1.34 -1.47 2.55
H: -0.43 -1.31 2.14
H: 0.38 -2.75 0.40
H: 0.64 -1.18 -0.51
H: 3.25 -1.59 0.98
H: 2.90 -2.03 -0.77
H: 2.87 -3.51 4.03
H: 4.20 -4.33 2.99
H: 3.82 -2.51 2.80
H: -0.79 0.35 -1.52
H: -0.83 2.26 -1.61
H: 1.79 0.44 -1.34
H: 1.77 2.21 -0.90
H: 0.55 1.60 -3.73
H: 1.76 2.91 -3.16
H: 1.78 -0.94 -3.35
H: -3.60 -0.43 2.08

- Which formula does entry 4 have?
  C14H24MgO11